[1]
A 2-piece molecular cluster, C3H6Br2O overall, computed with ωB97M-V/def2-TZVPD.

Structure (XYZ):
```
12
C3H6Br2O, DFT ωB97M-V/def2-TZVPD
C -0.196 0.043 -1.511
C 0.531 -0.290 -0.447
Br 0.814 -2.055 0.056
C 1.101 0.598 0.648
Br 2.897 1.163 0.043
H -0.428 1.124 -1.764
H -0.405 -0.816 -2.078
H 0.453 1.562 0.764
H 1.388 0.151 1.521
O -1.871 -0.130 0.901
H -2.151 -0.717 0.108
H -2.134 -0.632 1.759
```

Properties
calculated total energy: -145339.2917 eV
HOMO: -9.4 eV
SMILES: C=C(Br)CBr.O
LUMO level: 0.422 eV
energy relative to the best compared isomer or geometry (same formula, charge and spin): 109.8 kJ/mol
orbital gap: 9.8583 eV


[2]
C20H34FMnO10 as an isolated structure, computed with ωB97M-V/def2-TZVPD.

Structure (XYZ):
```
66
C20H34FMnO10, DFT ωB97M-V/def2-TZVPD
Mn -5.418 -25.197 6.662
F -6.086 -24.446 9.563
O -9.810 -17.426 9.716
C -9.341 -18.228 10.506
O -8.595 -17.930 11.622
C -8.285 -16.522 11.980
C -9.536 -15.807 12.464
C -9.428 -19.744 10.313
H -7.778 -16.093 11.116
H -7.589 -16.488 12.819
H -10.293 -15.845 11.681
H -9.374 -14.740 12.621
H -9.990 -16.241 13.355
H -8.505 -20.245 10.605
H -9.514 -20.083 9.281
H -10.185 -20.143 10.988
O -7.506 -29.306 15.357
C -8.468 -28.660 14.957
O -9.600 -29.118 14.425
C -9.935 -30.484 14.476
C -10.946 -30.778 15.588
C -8.494 -27.161 14.830
H -9.111 -31.190 14.574
H -10.323 -30.813 13.512
H -11.146 -31.849 15.533
H -11.906 -30.291 15.417
H -10.419 -30.591 16.524
H -8.400 -26.837 13.794
H -7.591 -26.806 15.327
H -9.330 -26.625 15.280
O -1.397 -24.004 7.052
C -0.468 -23.249 6.792
O 0.436 -22.795 7.729
C 1.317 -21.785 7.313
C 0.547 -21.290 6.088
C -0.171 -22.510 5.516
H 2.291 -22.223 7.096
H 1.533 -20.889 7.896
H 1.180 -20.831 5.328
H -0.194 -20.545 6.376
H 0.533 -23.137 4.968
H -1.043 -22.394 4.873
O -5.386 -29.286 8.361
C -5.474 -30.318 9.023
O -4.487 -31.222 9.001
C -4.768 -32.411 9.778
C -6.062 -31.978 10.596
C -6.550 -30.692 9.980
H -3.949 -32.657 10.454
H -5.026 -33.319 9.234
H -5.845 -31.801 11.650
H -6.910 -32.662 10.563
H -6.659 -29.835 10.645
H -7.425 -30.805 9.340
O -2.990 -19.333 15.257
C -3.372 -20.332 14.659
O -3.269 -20.343 13.325
C -3.697 -21.545 12.797
C -3.683 -22.483 13.934
C -3.986 -21.627 15.170
H -3.086 -21.917 11.974
H -4.713 -21.378 12.437
H -2.743 -23.019 14.061
H -4.418 -23.232 13.639
H -3.590 -21.991 16.118
H -5.039 -21.522 15.432
```

Properties
calculated total energy: -75790.4888 eV
HOMO (spin up / spin down): -11.3 / -11.3 eV
LUMO level (spin up / spin down): -9.048 / -8.566 eV
spin multiplicity: 6
orbital gap (spin up / spin down): 2.2861 / 2.7676 eV
total charge: +1


[3]
A 2-piece molecular cluster, C19H26NO6 overall, computed with ωB97M-V/def2-TZVPD.

Structure (XYZ):
```
52
C19H26NO6, DFT ωB97M-V/def2-TZVPD
C -1.258 1.119 5.283
C -1.621 0.208 4.128
C -0.669 -0.970 4.083
C -3.038 -0.319 4.254
O -1.636 0.958 2.871
C -0.450 1.365 2.350
N -0.702 2.006 1.144
C 0.283 2.325 0.394
C 0.133 3.226 -0.744
C 1.193 3.465 -1.650
C 1.096 4.509 -2.562
C -0.085 5.269 -2.640
C -1.194 4.922 -1.858
C -1.083 3.902 -0.912
O 0.641 1.195 2.876
H -1.927 1.987 5.305
H -1.346 0.583 6.235
H -0.226 1.460 5.170
H -0.932 -1.644 3.256
H 0.357 -0.619 3.947
H -0.735 -1.529 5.025
H -3.284 -0.914 3.366
H -3.154 -0.951 5.140
H -3.755 0.507 4.304
H 1.310 1.983 0.592
H 2.061 2.804 -1.612
H 1.939 4.745 -3.215
H -0.138 6.122 -3.319
H -2.140 5.447 -1.965
H -1.918 3.592 -0.290
H -1.548 -0.910 0.680
C -1.390 -0.399 -0.264
C -2.529 0.121 -0.941
O -2.596 0.713 -2.008
O -3.647 -0.156 -0.187
C -4.880 -0.037 -0.913
C -5.978 -0.383 0.061
C -0.092 -0.400 -0.830
O 0.325 0.155 -1.836
O 0.748 -1.126 -0.013
C 1.980 -1.517 -0.648
C 2.746 -2.294 0.390
H -4.996 0.984 -1.302
H -4.888 -0.749 -1.752
H -6.949 -0.331 -0.433
H -5.838 -1.398 0.453
H -5.971 0.309 0.910
H 1.757 -2.156 -1.518
H 2.542 -0.630 -0.977
H 3.671 -2.683 -0.034
H 2.989 -1.654 1.245
H 2.146 -3.134 0.758
```

Properties
calculated total energy: -33901.6767 eV
HOMO: -3.3 eV
LUMO level: 2.813 eV
energy relative to the best compared isomer or geometry (same formula, charge and spin): 0.0 kJ/mol
orbital gap: 6.0993 eV
total charge: -1


[4]
A 2-piece molecular cluster, C4H5ClN2S overall, computed with ωB97M-V/def2-TZVPD.

Structure (XYZ):
```
13
C4H5ClN2S, DFT ωB97M-V/def2-TZVPD
C 1.159 -0.069 1.255
C 1.964 1.084 -0.410
C 0.960 -0.988 0.274
C -1.820 0.031 0.339
N 1.728 1.087 0.847
N -2.457 -0.547 -0.643
S 1.510 -0.378 -1.236
Cl -1.433 1.664 -0.055
H 0.888 -0.193 2.286
H 2.411 1.898 -0.941
H 0.543 -1.974 0.333
H -2.756 -1.506 -0.517
H -2.698 -0.108 -1.533
```

Properties
calculated total energy: -30564.9462 eV
HOMO: -8.6 eV
LUMO level: 0.567 eV
energy relative to the best compared isomer or geometry (same formula, charge and spin): 188.2 kJ/mol
orbital gap: 9.1540 eV


[5]
A 13-piece molecular cluster, C15H56N12O13 overall, computed with ωB97M-V/def2-TZVPD.

Structure (XYZ):
```
96
C15H56N12O13, DFT ωB97M-V/def2-TZVPD
C -3.580 -1.522 0.597
C -2.452 -1.777 1.590
O -2.806 -1.729 2.940
H -4.035 -2.474 0.269
H -3.238 -1.163 -0.375
H -4.371 -0.907 0.925
H -1.729 -0.948 1.531
H -1.891 -2.663 1.290
H -2.889 -2.609 3.206
C 1.344 -1.410 2.376
C 2.505 -1.806 1.441
O 2.623 -3.208 1.411
H 1.113 -0.369 2.426
H 1.451 -1.638 3.382
H 0.442 -1.975 2.142
H 3.503 -1.414 1.638
H 2.223 -1.537 0.424
H 3.486 -3.527 1.054
C 0.556 3.636 1.630
O -0.790 3.708 1.900
N 1.372 2.926 2.358
N 1.109 4.021 0.515
H 1.011 2.519 3.218
H 2.387 3.115 2.312
H 0.529 4.661 -0.076
H 2.055 3.905 0.189
C -3.454 1.871 3.145
O -4.730 1.398 3.467
N -2.431 1.066 2.916
N -3.232 3.134 3.046
H -2.563 0.051 3.134
H -1.502 1.421 3.009
H -3.930 3.799 3.396
H -2.331 3.445 2.669
C -4.417 0.119 -2.977
O -5.222 0.192 -4.101
N -3.234 -0.426 -2.966
N -4.745 0.505 -1.770
H -2.906 -0.443 -3.939
H -2.504 -0.454 -2.256
H -5.624 0.957 -1.621
H -4.079 0.610 -0.998
C -0.935 -2.448 -2.354
O -0.574 -1.124 -2.244
N -0.826 -3.212 -3.385
N -1.410 -2.987 -1.296
H -0.536 -2.587 -4.113
H -1.294 -4.106 -3.590
H -1.954 -2.380 -0.695
H -1.679 -3.999 -1.252
C 5.030 0.405 -0.197
O 6.348 0.783 -0.273
N 4.123 1.056 0.493
N 4.594 -0.628 -0.835
H 4.396 1.959 0.842
H 3.112 0.835 0.433
H 5.283 -1.081 -1.500
H 3.599 -0.615 -1.070
C 1.581 -4.840 -1.154
O 2.649 -5.616 -0.687
N 0.962 -3.913 -0.545
N 0.992 -5.117 -2.293
H 1.546 -3.576 0.288
H 0.055 -3.458 -0.768
H 1.079 -6.051 -2.596
H 0.343 -4.429 -2.793
C -2.597 2.761 -0.354
O -2.934 1.482 0.083
H -1.523 2.923 -0.362
H -3.084 3.502 0.275
H -3.042 2.963 -1.315
H -2.881 1.537 1.025
C -0.378 2.961 -2.721
O 0.435 3.040 -3.919
H -1.128 2.120 -2.892
H -0.878 3.943 -2.606
H 0.211 2.823 -1.851
H 1.318 3.364 -3.688
C 3.765 0.755 3.608
O 4.877 0.255 2.863
H 2.789 0.717 3.038
H 3.758 1.833 3.830
H 3.664 0.142 4.494
H 4.717 0.552 1.964
C 2.024 0.516 -2.774
O 2.057 -0.674 -2.036
H 2.881 0.703 -3.411
H 2.001 1.402 -2.128
H 1.172 0.643 -3.444
H 1.188 -0.986 -1.988
C 0.105 0.563 0.103
O 1.394 1.155 0.349
H 0.185 -0.547 -0.066
H -0.334 0.929 -0.810
H -0.502 0.767 0.963
H 1.230 1.928 0.888
```

Properties
calculated total energy: -60957.6392 eV
HOMO: -9.0 eV
LUMO level: -0.682 eV
energy relative to the best compared isomer or geometry (same formula, charge and spin): 772.1 kJ/mol
orbital gap: 8.2817 eV


[6]
An isolated ion of composition C28H39N4O6 and charge +1, computed with ωB97M-V/def2-TZVPD.

Structure (XYZ):
```
77
C28H39N4O6, DFT ωB97M-V/def2-TZVPD
C 0.721 3.246 2.298
C 0.933 2.570 0.949
O -0.182 1.801 0.531
C -0.512 0.673 1.247
C 0.351 0.010 2.109
C -0.024 -1.113 2.849
N 0.884 -1.807 3.614
C 2.310 -1.603 3.466
C 2.831 -0.585 4.491
O 2.518 -1.001 5.799
C 1.131 -1.192 5.960
C 0.587 -2.231 4.970
C -1.365 -1.572 2.718
O -1.722 -2.670 3.439
C -3.023 -3.210 3.299
C -3.110 -4.428 4.205
C -2.219 -0.921 1.852
C -1.806 0.179 1.103
N -2.717 0.771 0.190
C -2.413 1.015 -1.082
O -1.324 0.694 -1.572
C -3.520 1.682 -1.908
N -3.129 2.389 -3.103
C -2.546 3.693 -2.957
C -1.031 3.652 -2.647
N -0.442 2.427 -3.224
C 1.035 2.494 -3.311
C 1.633 1.118 -3.430
C 2.162 0.671 -4.630
C 2.725 -0.598 -4.755
C 2.733 -1.392 -3.635
C 2.197 -0.946 -2.419
C 1.641 0.300 -2.292
O 2.345 -1.917 -1.477
C 2.987 -2.998 -2.127
O 3.218 -2.650 -3.477
C -1.094 2.074 -4.493
C -2.540 1.633 -4.196
H 0.575 2.508 3.082
H 1.588 3.853 2.542
H -0.158 3.886 2.262
H 1.847 1.963 0.955
H 1.042 3.332 0.170
H 1.355 0.379 2.220
H 2.553 -1.311 2.445
H 2.792 -2.566 3.671
H 3.919 -0.509 4.447
H 2.390 0.407 4.302
H 0.990 -1.528 6.988
H 0.601 -0.236 5.815
H -0.482 -2.353 5.107
H 1.084 -3.190 5.144
H -3.197 -3.501 2.254
H -3.776 -2.465 3.592
H -2.346 -5.150 3.929
H -2.955 -4.138 5.240
H -4.088 -4.890 4.108
H -3.228 -1.274 1.711
H -3.663 0.915 0.515
H -4.073 2.382 -1.277
H -4.215 0.888 -2.207
H -3.066 4.239 -2.169
H -2.716 4.230 -3.895
H -0.541 4.532 -3.069
H -0.856 3.629 -1.569
H -0.718 1.615 -2.541
H 1.395 2.968 -2.396
H 1.312 3.118 -4.165
H 2.157 1.321 -5.493
H 3.141 -0.942 -5.686
H 1.217 0.624 -1.357
H 3.946 -3.210 -1.631
H 2.346 -3.891 -2.080
H -0.540 1.255 -4.955
H -1.070 2.938 -5.162
H -2.558 0.571 -3.950
H -3.144 1.782 -5.099
```

Properties
calculated total energy: -47907.6010 eV
HOMO: -9.5 eV
SMILES: CCOc1cc(N2CCOCC2)c(OCC)cc1NC(=O)CN1CC[NH+](Cc2ccc3c(c2)OCO3)CC1
LUMO level: -1.872 eV
energy relative to the best compared isomer or geometry (same formula, charge and spin): 20.3 kJ/mol
orbital gap: 7.6673 eV
total charge: +1


[7]
One molecule with the formula C5H9N, computed with ωB97M-V/def2-TZVPD.

Structure (XYZ):
```
15
C5H9N, DFT ωB97M-V/def2-TZVPD
C -1.351 2.693 -0.043
N -1.324 1.433 0.170
C -0.235 0.754 -0.514
C 0.056 -0.469 -0.070
C 1.342 -1.208 -0.098
C 1.060 -2.630 0.433
H -1.853 3.344 0.679
H -0.602 3.120 -0.726
H 0.566 1.479 -0.751
H -0.698 -0.996 0.512
H 1.997 -0.757 0.673
H 2.005 -1.309 -0.972
H 0.220 -3.014 -0.158
H 1.780 -3.412 0.133
H 0.905 -2.696 1.503
```

Properties
calculated total energy: -6818.7155 eV
HOMO: -9.0 eV
SMILES: C=N/C=C/CC
LUMO level: 0.970 eV
energy relative to the best compared isomer or geometry (same formula, charge and spin): 219.9 kJ/mol
orbital gap: 9.9403 eV


[8]
A 2-piece molecular cluster, C4H10N3O overall, computed with ωB97M-V/def2-TZVPD.

Structure (XYZ):
```
18
C4H10N3O, DFT ωB97M-V/def2-TZVPD
C -0.196 0.277 0.926
C 1.650 -1.289 0.582
C -0.150 1.007 2.235
C -0.846 0.245 -2.436
N 0.909 -0.271 0.476
N -1.280 0.351 0.234
N -1.585 -0.474 -1.484
O 2.834 -1.378 0.071
H 1.342 -2.208 1.087
H -0.901 0.592 2.904
H -0.381 2.061 2.087
H 0.832 0.921 2.690
H 0.246 0.161 -2.380
H -1.172 -0.194 -3.392
H -1.165 1.287 -2.447
H -2.103 0.870 0.483
H -1.188 -1.390 -1.274
H 3.155 -0.568 -0.364
```

Properties
calculated total energy: -10818.6713 eV
HOMO: -14.7 eV
LUMO level: -4.484 eV
energy relative to the best compared isomer or geometry (same formula, charge and spin): 263.7 kJ/mol
orbital gap: 10.2392 eV
total charge: +1